The following is a DFT calculation (wB97M-V/def2-TZVPD) of a 11-piece molecular cluster, C24H73N3O11 overall at a distorted geometry.

Values from the calculation:
- Largest force on an atom: 2.78 eV/A
- Energy: -53059.793 eV
- Net charge: 0
- Gap between HOMO and LUMO: 9.59 eV
- LUMO: 0.46 eV
- Relative energy (zero: lowest compared OMol25 entry of this formula, charge and spin): 0.0 kJ/mol
- SMILES string: COC[C@H](C)N.COC[C@H](C)N.COC[C@H](C)N.CC(C)O.CC(C)O.CO.CO.CO.CO.CO.CO

Each line ends with the Löwdin charge.
Positions of all 111 atoms, in Å:
C  -3.220  3.231  -4.267  -0.08
O  -2.237  3.483  -3.270  -0.18
C  -0.941  3.523  -3.817  -0.23
C  0.042  3.397  -2.682  -0.40
C  -0.027  4.552  -1.664  -0.05
N  1.438  3.398  -3.227  0.03
H  -3.150  2.211  -4.646  0.07
H  -3.141  4.074  -4.960  0.09
H  -4.240  3.318  -3.884  0.09
H  -0.834  2.715  -4.550  0.12
H  -0.760  4.402  -4.453  0.13
H  -0.152  2.480  -2.124  0.12
H  0.162  5.519  -2.131  0.08
H  0.628  4.374  -0.816  0.06
H  -1.082  4.583  -1.366  0.08
H  2.108  3.602  -2.488  0.08
H  1.574  4.259  -3.757  0.08
C  1.793  2.510  1.264  -0.11
O  2.887  1.834  1.823  -0.19
C  2.996  1.958  3.223  -0.22
C  4.197  1.220  3.765  -0.41
C  4.319  1.280  5.305  -0.04
N  5.442  1.837  3.259  0.02
H  0.802  2.239  1.637  0.09
H  1.751  2.227  0.206  0.08
H  1.982  3.587  1.263  0.09
H  2.918  3.015  3.512  0.14
H  2.096  1.524  3.696  0.11
H  4.299  0.197  3.404  0.12
H  3.317  1.020  5.663  0.06
H  4.647  2.230  5.714  0.08
H  4.998  0.477  5.583  0.08
H  5.499  2.835  3.472  0.07
H  5.385  1.942  2.242  0.06
C  -2.812  1.187  2.526  -0.11
O  -2.075  1.777  3.567  -0.19
C  -1.420  0.819  4.368  -0.22
C  -0.644  1.501  5.498  -0.42
C  0.092  0.476  6.385  -0.06
N  -1.637  2.241  6.301  0.03
H  -3.729  0.698  2.884  0.09
H  -2.178  0.447  2.030  0.07
H  -3.206  1.916  1.820  0.09
H  -2.114  0.047  4.722  0.13
H  -0.694  0.312  3.709  0.12
H  0.196  2.108  5.156  0.12
H  0.501  -0.251  5.678  0.07
H  -0.616  -0.039  7.035  0.08
H  0.884  0.955  6.952  0.07
H  -2.259  2.771  5.697  0.06
H  -2.277  1.537  6.666  0.07
C  2.932  -3.217  1.970  -0.06
C  2.345  -1.810  1.744  -0.47
C  2.701  -1.253  0.330  -0.03
O  0.973  -1.853  2.025  -0.04
H  2.692  -3.856  1.110  0.05
H  2.559  -3.755  2.840  0.08
H  4.024  -3.200  2.008  0.08
H  2.934  -1.229  2.466  0.10
H  1.781  -0.922  -0.143  0.05
H  3.165  -2.081  -0.209  0.07
H  3.418  -0.440  0.414  0.07
H  0.460  -1.381  1.349  0.03
C  1.899  -1.720  -3.939  -0.05
C  2.303  -0.391  -3.299  -0.45
C  3.603  0.070  -3.975  -0.04
O  1.203  0.468  -3.589  -0.10
H  0.905  -2.059  -3.643  0.07
H  2.652  -2.493  -3.771  0.08
H  1.855  -1.604  -5.025  0.08
H  2.347  -0.483  -2.212  0.11
H  4.357  -0.684  -3.764  0.08
H  3.921  1.021  -3.539  0.07
H  3.366  0.275  -5.018  0.09
H  1.446  1.413  -3.585  0.05
C  -1.737  -0.590  -5.271  -0.14
O  -1.503  0.182  -4.099  -0.17
H  -1.775  -1.658  -5.045  0.07
H  -2.739  -0.434  -5.680  0.08
H  -1.017  -0.301  -6.036  0.09
H  -0.544  0.326  -4.025  0.03
C  -3.136  -3.915  -2.373  -0.14
O  -2.534  -4.059  -1.106  -0.14
H  -3.990  -3.256  -2.203  0.08
H  -2.461  -3.427  -3.084  0.07
H  -3.462  -4.825  -2.882  0.08
H  -2.277  -4.967  -0.912  0.06
C  0.511  -5.020  -0.621  -0.14
O  -0.348  -5.912  -1.318  -0.13
H  1.149  -4.541  -1.380  0.08
H  -0.010  -4.209  -0.125  0.06
H  1.223  -5.550  0.016  0.08
H  0.148  -6.593  -1.773  0.08
C  -4.823  0.322  -2.260  -0.16
O  -4.301  0.010  -3.541  -0.13
H  -4.049  0.429  -1.493  0.07
H  -5.311  1.298  -2.316  0.07
H  -5.532  -0.404  -1.865  0.07
H  -3.354  0.209  -3.522  0.02
C  -1.258  -1.238  -0.469  -0.12
O  -0.507  -0.193  0.158  -0.15
H  -1.030  -2.125  0.121  0.05
H  -2.347  -1.163  -0.457  0.08
H  -0.920  -1.439  -1.486  0.08
H  -0.519  0.591  -0.400  0.08
C  -3.642  -2.989  2.251  -0.15
O  -4.480  -4.142  2.362  -0.13
H  -3.458  -2.604  3.254  0.07
H  -2.758  -3.280  1.691  0.07
H  -4.217  -2.173  1.801  0.07
H  -4.341  -4.727  1.616  0.06